[1]
The following is a quantum chemistry calculation of C25H31Cl5IrNOSi3 as an isolated structure in a non-equilibrium geometry, from the OMol25 dataset.

* energy above the lowest of the compared OMol25 structures with the same formula, charge and spin: 1.711 eV
* net charge: 0
* HOMO level (spin up / spin down): -8.42 / -8.42 eV

```
67
Properties=species:S:1:pos:R:3:forces:R:3
Ir 0.82681 -0.24477 -0.20742 -1.963 1.747 -0.629
Cl 1.66915 0.81273 4.01510 0.114 -0.127 0.014
C 2.21642 1.29323 2.45856 0.002 -0.356 -0.302
C 1.72970 0.82306 1.25053 0.055 0.130 0.741
C 2.24810 1.12999 0.08293 0.923 -0.219 0.181
Cl 2.16555 -1.21761 -1.83428 0.369 -0.180 -0.176
C 3.37555 1.89890 -0.11784 -0.091 -0.345 -0.115
Cl 4.05084 2.20398 -1.66693 -0.021 -0.034 0.132
C 3.86095 2.47756 1.05139 0.040 0.014 0.306
Cl 5.19523 3.55432 0.97017 -0.003 0.075 -0.053
C 3.28663 2.17895 2.31888 0.375 0.110 -0.240
Cl 3.97383 2.89600 3.72059 -0.043 -0.013 -0.001
C -0.96030 -2.24180 -1.93936 -0.072 0.152 0.221
O -0.79214 -0.97031 -1.26746 -0.311 -0.814 -0.593
Si -2.07954 0.08835 -0.88583 -0.386 0.075 0.144
C -2.85152 0.69343 -2.46342 0.058 -0.114 -0.206
C -3.42490 -0.90404 -0.07847 0.081 -0.277 0.045
C -1.10425 1.25602 0.12935 1.882 -1.096 0.314
Si -1.61298 1.40298 1.94230 -0.253 0.158 -0.287
C -0.73404 2.77590 2.84909 0.332 0.079 0.094
C -3.42763 1.89531 1.97638 -0.051 0.121 0.030
C -1.45424 -0.19976 2.87778 0.132 -0.126 0.092
Si -0.43056 2.77360 -0.78662 -0.424 0.092 0.208
C 0.73807 3.84060 0.20451 0.471 -0.209 0.379
C 0.36436 2.35631 -2.43195 0.111 -0.195 -0.090
C -1.91710 3.85607 -1.16191 0.001 0.135 0.055
H -1.43061 -2.05766 -2.90410 -0.008 0.005 -0.005
H -1.58077 -2.89130 -1.32436 0.001 -0.005 0.007
H 0.01632 -2.68122 -2.08379 0.144 -0.011 -0.005
H -3.33711 -0.14909 -2.96433 -0.020 0.021 -0.006
H -2.15532 1.14243 -3.16678 -0.016 0.025 -0.017
H -3.62969 1.42495 -2.24209 -0.045 0.004 0.046
H -3.73273 -1.69399 -0.76940 -0.036 -0.008 0.006
H -4.30098 -0.28221 0.10306 -0.021 0.045 -0.027
H -3.13674 -1.37511 0.85980 -0.038 0.004 -0.038
H -1.03801 3.75437 2.47550 -0.089 -0.008 0.014
H 0.35939 2.72332 2.80335 -0.457 0.157 0.014
H -1.02779 2.71839 3.90119 0.023 0.014 0.002
H -3.66741 2.65237 1.22522 0.005 0.001 0.028
H -3.65587 2.32190 2.95708 -0.043 0.000 -0.011
H -4.09453 1.04963 1.82479 -0.055 -0.063 0.010
H -0.41363 -0.42749 3.11182 -0.164 0.052 -0.030
H -1.83815 -1.05491 2.32296 -0.023 0.053 0.048
H -2.01068 -0.12105 3.81478 -0.038 0.039 0.060
H 1.49426 3.27972 0.78616 -0.606 0.548 -0.344
H 0.19255 4.47576 0.90021 -0.014 0.066 -0.044
H 1.27118 4.49122 -0.49341 0.041 0.026 -0.008
H 1.17350 1.62715 -2.38790 0.114 -0.013 -0.008
H 0.79405 3.27045 -2.85174 -0.022 0.009 0.048
H -0.35596 1.97169 -3.15198 -0.023 0.049 -0.022
H -2.51892 4.03197 -0.26668 0.036 0.027 -0.011
H -2.56744 3.43739 -1.92633 -0.045 -0.038 -0.067
H -1.56659 4.82845 -1.51921 -0.027 0.007 -0.010
N -0.19646 -7.83422 6.15733 -0.009 -0.041 0.033
C -0.08896 -6.97167 5.40631 0.021 0.149 -0.132
C 0.04628 -5.88728 4.46462 -0.036 -0.165 0.162
C -0.36747 -4.60646 4.82241 0.000 0.028 -0.045
C -0.23280 -3.56746 3.92109 -0.002 0.011 0.028
C 0.31716 -3.79347 2.65667 0.067 0.063 -0.040
C 0.72401 -5.08356 2.30949 0.018 -0.021 -0.033
C 0.59118 -6.12671 3.20586 -0.012 0.038 -0.028
C 0.48135 -2.70053 1.74179 0.074 0.339 -0.398
C 0.60030 -1.75626 0.99132 -0.025 -0.171 0.543
H -0.78871 -4.43252 5.80297 0.001 -0.005 0.003
H -0.54566 -2.56700 4.18787 -0.001 -0.017 0.009
H 1.15441 -5.25485 1.33238 0.005 0.000 0.000
H 0.91075 -7.12479 2.93962 -0.001 0.000 0.004
```
Positions in Å, forces in eV/Å.

These are the Mulliken partial charges, in e, on atoms 1 to 4: Ir 1.62; Cl -0.12; C -0.50; C 0.20

[2]
The following is a quantum chemistry calculation of C25H31Cl5N4PSSe2Sn as an isolated structure, from the OMol25 dataset.

* energy above the lowest of the compared OMol25 structures with the same formula, charge and spin: 0.060 eV
* net charge: +1
* HOMO level: -9.87 eV

```
70
Properties=species:S:1:pos:R:3:forces:R:3
Sn 0.44799 0.38900 0.19054 -0.223 -0.125 0.138
C 1.28442 -1.29318 -2.94184 -0.330 -0.015 -0.002
C -0.22758 -1.06782 -2.86248 0.313 -0.159 -0.077
N -0.58699 0.18161 -2.19601 -0.325 0.088 0.105
C -0.50339 1.39952 -2.99001 -0.053 0.167 -0.143
C 0.90614 1.94246 -3.18003 0.016 0.097 0.079
S 1.93668 1.94032 -1.67505 0.366 -0.092 -0.190
C 3.31270 0.83888 -2.16186 -0.187 0.011 0.073
C 3.23700 -0.59259 -1.63440 0.181 0.003 0.094
N 1.88384 -1.11124 -1.62899 0.195 -0.402 -0.161
H 1.72068 -0.57799 -3.63458 0.079 -0.071 -0.066
H 1.46715 -2.29673 -3.35026 0.011 0.144 -0.061
H -0.65935 -1.86840 -2.25881 -0.091 -0.052 -0.084
H -0.65124 -1.11741 -3.87570 -0.043 -0.066 0.107
H -1.55638 0.08687 -1.90604 0.091 0.037 0.082
H -1.08928 2.15146 -2.46165 -0.030 -0.040 -0.112
H -0.94809 1.26188 -3.98561 0.005 0.025 0.024
H 0.83976 2.98561 -3.48764 -0.040 -0.072 -0.116
H 1.44913 1.40260 -3.94964 0.052 0.032 -0.042
H 4.21030 1.31441 -1.77522 0.116 0.023 -0.063
H 3.36833 0.86198 -3.24790 0.051 0.106 -0.033
H 3.58738 -0.60322 -0.59847 -0.009 -0.072 -0.165
H 3.92437 -1.21438 -2.22974 0.022 0.105 0.100
H 1.87101 -1.98752 -1.11523 -0.071 0.144 0.146
Cl -0.18405 4.11688 -1.08964 0.321 0.427 -0.374
C -1.18282 3.50987 0.17381 -0.215 -0.311 0.350
C -0.83224 2.32276 0.80534 -0.179 0.138 -0.076
C -1.61640 2.00876 1.91271 0.126 0.433 -0.562
Cl -1.14978 0.61730 2.80328 0.079 -0.432 0.740
C -2.72099 2.74005 2.32484 -0.197 0.112 0.138
Cl -3.64256 2.25593 3.69941 0.042 -0.001 -0.112
C -3.09506 3.86614 1.59184 0.055 -0.077 0.018
Cl -4.51965 4.73214 1.99056 0.069 0.001 0.049
C -2.29379 4.27339 0.52703 -0.110 0.093 0.012
Cl -2.68921 5.70449 -0.33872 -0.055 0.025 0.013
Se 1.47154 -1.52624 3.43760 -0.303 0.065 0.611
Se 3.28251 -1.37489 2.05705 0.711 0.060 -0.289
C 3.52200 0.54362 1.91274 0.042 -0.156 0.166
C 4.77325 1.04873 2.25138 -0.116 -0.233 -0.048
C 4.98275 2.41183 2.14739 -0.154 0.102 -0.133
C 3.92973 3.21818 1.73820 0.124 -0.015 -0.007
C 2.72050 2.62382 1.42365 0.122 0.300 0.033
N 2.52651 1.31035 1.49167 -0.072 -0.054 0.075
C 0.44338 -2.76698 2.39235 0.050 -0.080 -0.281
C -0.19618 -3.81336 3.04953 0.026 0.133 0.126
C -0.82832 -4.77542 2.28507 0.047 0.126 -0.226
C -0.79677 -4.65046 0.90087 -0.090 -0.076 0.112
C -0.15610 -3.55442 0.35316 -0.038 -0.201 0.008
N 0.45458 -2.62606 1.07788 0.141 -0.159 0.108
H 5.54882 0.37696 2.59081 0.006 0.018 0.047
H 5.94747 2.83654 2.38485 0.026 0.032 0.043
H 4.04762 4.28570 1.64749 -0.021 0.110 0.017
H 1.87362 3.20470 1.08208 -0.018 0.104 0.023
H -0.16638 -3.87226 4.12811 0.016 -0.066 0.036
H -1.32116 -5.61467 2.75046 -0.039 -0.074 0.068
H -1.25941 -5.39009 0.26714 -0.038 -0.067 -0.086
H -0.10650 -3.41832 -0.72007 -0.066 -0.050 -0.121
C -3.94013 0.19209 0.12967 0.231 -0.111 -0.022
P -2.62979 -1.09491 0.24354 -0.603 -0.213 -0.003
C -3.30166 -2.28293 -1.01007 0.138 0.230 0.150
C -3.21805 -1.94176 1.76559 0.149 0.062 -0.133
H -4.92185 -0.26408 0.02118 -0.113 -0.001 -0.003
H -3.74994 0.85145 -0.71501 -0.058 0.124 -0.091
H -3.92134 0.78948 1.03706 -0.057 0.086 0.050
H -4.33330 -2.54120 -0.77159 -0.047 -0.010 -0.021
H -2.70417 -3.19112 -1.01240 0.037 -0.108 -0.059
H -3.27529 -1.84172 -2.00735 0.005 -0.019 -0.054
H -4.28812 -2.14017 1.70195 -0.037 -0.035 -0.026
H -3.02480 -1.30707 2.62536 -0.032 0.006 0.082
H -2.68306 -2.87915 1.89883 -0.005 -0.052 0.020
```
Positions in Å, forces in eV/Å.

These are the Mulliken partial charges, in e, on atoms 1 to 4: Sn 1.10; C -1.18; C -0.25; N 0.19

[3]
The following is a quantum chemistry calculation of C25H31ClHfN2O as an isolated structure in a non-equilibrium geometry, from the OMol25 dataset.

* energy above the lowest of the compared OMol25 structures with the same formula, charge and spin: 1.380 eV
* net charge: +2
* HOMO level: -14.88 eV

```
61
Properties=species:S:1:pos:R:3:forces:R:3
C 0.17924 1.04193 -5.22133 -0.807 -0.456 -1.292
C 1.37581 1.21376 -6.21703 -0.331 -0.033 0.236
C -0.02418 -0.44988 -4.89459 0.341 0.034 0.006
C -1.27018 1.52307 -5.54512 0.253 0.249 -0.229
Cl 0.64802 2.03237 -3.86707 0.488 0.325 2.094
H -0.34621 -0.92434 -5.83917 0.135 -0.005 0.508
H -0.78579 -0.62283 -4.11866 0.106 0.300 -0.368
H 0.87895 -0.93718 -4.53165 0.201 0.041 -0.325
H 1.17649 0.77311 -7.18962 -0.183 -0.042 -0.118
H 2.22221 0.66168 -5.77780 -0.234 0.209 -0.155
H 1.71646 2.25853 -6.35560 -0.538 -0.531 0.145
H -1.60994 1.12310 -6.50898 0.023 0.135 0.213
H -1.40069 2.61831 -5.51315 0.285 -0.485 -0.281
H -1.91425 1.11644 -4.73946 0.232 0.215 -0.516
C 1.21192 -2.21291 0.43759 1.375 -1.329 -0.797
C 0.30582 -3.13714 -0.21979 0.949 0.017 -0.212
C 0.34307 -2.82292 -1.63166 1.422 -1.015 0.219
H -0.13562 -4.02138 0.25000 -0.129 0.516 -0.220
C 1.39894 -1.87078 -1.84655 -0.751 -0.510 0.210
C 1.95577 -1.53088 -0.59439 -0.958 0.158 1.094
H 2.81927 -0.87096 -0.43376 -0.694 -0.162 -0.019
H 1.45325 -2.23173 1.50324 -0.112 0.132 -0.458
H -0.13207 -3.42434 -2.40858 0.000 0.435 0.285
H 1.79682 -1.55154 -2.81732 -0.489 0.018 0.567
C -3.25310 -0.12518 -0.51620 0.003 -0.864 0.312
C -3.09889 -1.43533 0.08244 -0.755 0.027 -1.205
C -2.62617 -2.32106 -0.96321 -1.376 0.327 -0.223
H -3.55670 -1.74429 1.02538 0.565 0.114 -0.177
C -2.45607 -1.53528 -2.16068 -1.085 -0.200 0.629
C -2.92169 -0.20520 -1.88971 0.612 -0.631 0.355
H -3.09441 0.57384 -2.64193 0.464 -0.258 0.470
H -3.70942 0.73436 -0.01940 0.413 -0.271 -0.173
H -2.55846 -3.40499 -0.89772 0.007 0.314 -0.027
H -2.31292 -1.95107 -3.16055 0.374 0.195 0.494
Hf -0.77584 -1.15903 -0.29109 0.157 2.107 -2.235
C 0.50318 1.61996 5.56517 0.179 0.206 0.692
N -0.32098 1.40205 4.37591 0.476 0.233 -0.485
N 0.27858 1.08739 3.16552 -0.053 -1.164 -0.334
C -0.69917 0.72775 2.30518 -1.158 0.233 0.992
O -0.51653 -0.03260 1.26248 0.691 1.447 0.579
C -1.91691 1.08672 2.88277 -0.063 -0.315 -0.457
C -1.66149 1.44111 4.18793 0.771 0.292 0.578
C -2.67177 1.75286 5.23673 -0.646 0.059 0.115
C 1.66719 0.76274 2.96089 0.410 -0.062 -0.301
C 2.23295 -0.25505 3.71205 0.384 -0.262 0.029
C 3.60055 -0.52686 3.58673 -0.149 0.294 -0.220
C 4.36286 0.19215 2.65604 -0.038 0.126 -0.099
C 3.75016 1.09891 1.77876 -0.454 -0.026 0.208
C 2.38459 1.38582 1.92590 0.006 -0.232 0.338
H 1.32580 2.33121 5.35079 -0.542 -0.440 0.045
H 0.91987 0.67605 5.98317 -0.323 0.591 -0.560
H -0.14583 2.04678 6.34244 0.183 -0.024 -0.380
H -2.88302 1.03297 2.41671 -0.077 -0.157 0.053
H -2.72443 1.00802 6.04270 0.328 0.149 -0.222
H -2.62778 2.75441 5.69051 0.378 -0.312 -0.261
H -3.63324 1.69478 4.72306 -0.026 0.076 0.166
H 1.58713 -0.87104 4.33747 0.291 0.253 0.153
H 4.05515 -1.28969 4.21651 -0.056 0.184 -0.201
H 5.44555 0.05827 2.58262 -0.425 -0.160 0.076
H 4.33214 1.60062 0.99486 -0.286 -0.248 0.421
H 1.85603 2.03442 1.23015 0.234 0.184 0.266
```
Positions in Å, forces in eV/Å.

These are the Mulliken partial charges, in e, on atoms 1 to 4: C 1.27; C -1.45; C -0.96; C -1.25